{"formula": "C2H4N4O", "method": "wB97M-V/def2-TZVPD", "energy_ha": -372.715622, "molar_mass_da": 100.1, "smiles": "NNc1cnon1", "symbols": ["N", "N", "C", "C", "N", "O", "N", "H", "H", "H", "H"], "positions_angstrom": [[-1.62126, 0.14548, 1.28274], [-1.16855, -0.11166, -0.03784], [0.13613, 0.11326, -0.33336], [1.05874, -0.58841, -1.20235], [2.29710, -0.30435, -0.83116], [2.08745, 0.61155, 0.11915], [0.82666, 0.92818, 0.33630], [-0.58287, 0.15494, 1.80512], [-2.10059, 1.10032, 1.22027], [-1.71178, -0.85609, -0.28992], [0.77896, -1.19320, -2.06895]], "forces_ev_per_a": [[2.886, 1.709, 1.168], [-0.462, 1.864, 0.351], [-0.742, -2.239, -1.977], [0.156, -0.751, -0.407], [-2.922, -0.116, -1.083], [3.399, 1.408, 0.789], [0.050, 1.182, 2.409], [-3.928, 0.826, -0.807], [1.519, -1.459, 0.877], [-0.440, -2.358, -1.916], [0.485, -0.066, 0.595]], "mulliken_charge": [-0.640, -0.162, 0.618, -0.299, -0.289, -0.063, -0.391, 0.365, 0.263, 0.241, 0.358]}

{"formula": "C37H38N2O6", "method": "wB97M-V/def2-TZVPD", "energy_ha": -1993.511895, "molar_mass_da": 606.7, "smiles": "O=C1c2ccccc2C(=O)c2ccccc21.O=C1c2ccccc2C(=O)c2ccccc21.CCCOCN(C)C[C@H](CN)OC", "symbols": ["O", "C", "C", "C", "C", "C", "C", "C", "C", "O", "C", "C", "C", "C", "C", "C", "H", "H", "H", "H", "H", "H", "H", "H", "O", "C", "C", "C", "C", "C", "C", "C", "C", "O", "C", "C", "C", "C", "C", "C", "H", "H", "H", "H", "H", "H", "H", "H", "C", "C", "C", "O", "C", "N", "C", "C", "C", "C", "N", "O", "C", "H", "H", "H", "H", "H", "H", "H", "H", "H", "H", "H", "H", "H", "H", "H", "H", "H", "H", "H", "H", "H", "H"], "positions_angstrom": [[-1.78034, -0.00496, 5.64210], [-1.59424, 0.82910, 4.76464], [-0.83307, 0.47846, 3.54818], [-0.33981, -0.82322, 3.38994], [0.34562, -1.17302, 2.22568], [0.53904, -0.22816, 1.21829], [0.06375, 1.07402, 1.38167], [-0.61823, 1.42972, 2.55165], [-1.10173, 2.81416, 2.72343], [-0.86515, 3.66370, 1.87226], [-1.87937, 3.15957, 3.92980], [-2.37388, 4.46129, 4.08568], [-3.13867, 4.78827, 5.20641], [-3.41178, 3.81957, 6.17176], [-2.90772, 2.52542, 6.02543], [-2.13499, 2.19592, 4.90419], [-0.49185, -1.56753, 4.16963], [0.72406, -2.18539, 2.10235], [1.06217, -0.50429, 0.30545], [0.22299, 1.80775, 0.59320], [-2.16887, 5.22151, 3.33373], [-3.52511, 5.79838, 5.32373], [-4.01595, 4.07186, 7.04056], [-3.12291, 1.77585, 6.78532], [-3.30621, -3.42752, 2.14415], [-3.57846, -3.85021, 1.02727], [-4.15621, -5.19914, 0.85795], [-4.41300, -5.99007, 1.98543], [-4.99568, -7.24942, 1.83641], [-5.32417, -7.72123, 0.56578], [-5.05294, -6.94207, -0.56010], [-4.46206, -5.68109, -0.41417], [-4.16243, -4.87148, -1.61196], [-4.38067, -5.31762, -2.73246], [-3.60348, -3.51575, -1.44191], [-3.34916, -2.72505, -2.57038], [-2.85252, -1.42969, -2.41795], [-2.60951, -0.92102, -1.14238], [-2.84868, -1.71264, -0.01701], [-3.34190, -3.01532, -0.16733], [-4.16439, -5.62605, 2.98078], [-5.19861, -7.86047, 2.71320], [-5.78994, -8.69744, 0.45066], [-5.30736, -7.31909, -1.54929], [-3.54110, -3.11366, -3.56915], [-2.65947, -0.81586, -3.29508], [-2.23147, 0.09206, -1.02313], [-2.65327, -1.30902, 0.97522], [8.43968, 1.02681, -3.81893], [8.02376, 0.98332, -2.23290], [6.75303, 1.99613, -1.85484], [5.44863, 1.42262, -2.22054], [4.35072, 2.05496, -1.43646], [3.52912, 2.99109, -2.29516], [3.73753, 4.39922, -1.70332], [2.03987, 2.75649, -2.16636], [1.54884, 1.26953, -2.74186], [0.06958, 1.56228, -3.46321], [-0.82361, 2.14685, -2.37620], [1.32434, 0.36387, -1.60529], [1.07821, -1.02262, -2.03059], [9.42197, 0.40578, -3.95732], [8.70671, 2.14959, -4.11369], [7.60791, 0.56375, -4.53804], [8.95646, 1.38820, -1.61354], [7.83540, -0.11420, -1.82786], [6.96479, 2.99135, -2.47366], [6.87990, 2.25586, -0.71802], [4.74942, 2.66557, -0.49909], [3.73376, 1.14912, -0.97924], [3.46686, 4.42811, -0.54368], [2.99127, 5.18335, -2.20595], [4.81617, 4.81904, -1.88515], [1.61191, 2.96656, -1.09434], [1.50659, 3.54402, -2.88822], [2.35639, 0.91523, -3.51094], [-0.39001, 0.58630, -3.93174], [0.31134, 2.34079, -4.32838], [-1.78942, 1.75477, -2.43002], [-0.86214, 3.19345, -2.49912], [0.26137, -1.46660, -1.28190], [2.01558, -1.73584, -1.93846], [0.65676, -1.14391, -3.11562]], "forces_ev_per_a": [[0.095, 0.531, -0.479], [-0.160, -1.103, 0.984], [0.282, -0.453, -0.279], [0.115, -0.107, -0.204], [-0.234, 0.259, 0.283], [-0.071, 0.137, 0.166], [0.126, -0.215, -0.079], [0.260, -0.437, -0.360], [0.330, 0.935, -1.080], [-0.157, -0.445, 0.507], [-0.341, 0.459, 0.359], [-0.193, 0.065, 0.265], [0.209, -0.189, -0.256], [0.201, -0.335, -0.138], [-0.131, 0.325, 0.048], [-0.392, 0.482, 0.342], [-0.088, 0.303, -0.108], [-0.084, 0.167, 0.044], [-0.136, 0.255, 0.493], [-0.120, -0.127, 0.200], [0.038, -0.323, 0.086], [0.081, -0.186, -0.039], [0.122, -0.069, -0.156], [0.171, 0.068, -0.287], [-0.144, -0.251, -0.683], [0.321, 0.486, 1.386], [-0.212, -0.549, 0.250], [-0.140, -0.277, -0.036], [0.141, 0.335, -0.072], [0.125, 0.289, -0.229], [-0.077, -0.215, 0.248], [-0.238, -0.508, 0.285], [-0.288, -0.567, -1.388], [0.138, 0.287, 0.692], [0.218, 0.552, -0.273], [0.112, 0.295, 0.006], [-0.134, -0.383, 0.129], [-0.109, -0.261, 0.231], [0.061, 0.205, -0.240], [0.195, 0.603, -0.298], [-0.014, 0.074, -0.320], [0.047, 0.133, -0.154], [0.096, 0.184, 0.001], [0.147, 0.244, 0.175], [-0.025, -0.065, 0.328], [-0.045, -0.120, 0.116], [0.015, -0.195, 0.074], [-0.058, -0.240, -0.154], [0.148, -0.085, 0.229], [-0.013, 0.411, 0.305], [1.906, 0.097, -0.698], [0.455, 1.839, 2.212], [-0.148, -0.876, 0.855], [-0.430, 0.927, 2.429], [-0.580, 1.284, -0.142], [-1.193, -0.437, -0.989], [-0.833, 1.591, -0.045], [1.277, 0.074, -0.123], [-0.114, 0.303, -1.588], [0.547, -0.806, -2.384], [-0.718, -1.415, 0.466], [-1.855, 1.105, 0.198], [-0.793, -2.455, 0.519], [1.791, 1.222, 1.682], [-1.987, -0.749, -1.304], [0.183, 2.286, -1.026], [-0.616, -1.904, 1.271], [-0.693, -0.602, -2.015], [-0.415, -1.379, -2.004], [0.964, 1.950, -1.298], [0.695, -0.109, -2.265], [1.609, -1.849, 0.892], [-1.983, -1.108, 0.414], [0.812, -0.636, -1.799], [1.307, -1.586, 1.580], [-1.482, 0.335, 1.468], [0.908, 1.967, 0.989], [-0.722, -1.720, 1.625], [1.189, 0.743, -0.139], [-0.218, -1.700, 0.240], [1.691, 0.980, -1.752], [-1.551, 1.737, -0.192], [0.806, 0.515, 2.004]], "mulliken_charge": [-0.686, 0.627, 0.329, -0.738, -0.907, -0.397, -0.557, 0.207, 0.508, -0.696, 0.185, -0.508, -0.479, -0.454, -0.536, 0.131, 0.451, 0.422, 0.779, 0.470, 0.455, 0.390, 0.392, 0.452, -0.695, 0.504, 0.212, -0.527, -0.478, -0.455, -0.551, 0.196, 0.513, -0.684, 0.321, -0.836, -0.017, -0.190, -0.668, 0.200, 0.457, 0.393, 0.391, 0.447, 0.465, 0.367, 0.044, 0.557, -0.874, -0.478, -0.237, -0.334, -0.211, -0.017, -0.868, -0.662, 0.060, -0.688, -0.394, 0.213, -0.662, 0.301, 0.240, 0.230, 0.285, 0.284, 0.130, 0.239, 0.384, -0.020, 0.340, 0.269, 0.269, 0.127, 0.312, 0.227, 0.295, 0.320, 0.218, 0.213, 0.128, 0.238, 0.316]}

{"formula": "C4H10NO", "method": "wB97M-V/def2-TZVPD", "energy_ha": -288.077534, "total_charge": 1, "molar_mass_da": 88.1, "smiles": "CC[NH2+]CC=O", "symbols": ["C", "C", "N", "C", "C", "O", "H", "H", "H", "H", "H", "H", "H", "H", "H", "H"], "positions_angstrom": [[-0.92630, 1.31556, 1.28089], [0.21298, 1.44447, 0.11772], [0.76799, 0.07094, -0.52594], [-0.07426, -1.14833, -0.21227], [0.30080, -2.33488, -1.09616], [0.41643, -2.05145, -2.25195], [-0.97736, 2.32760, 1.68115], [-0.48489, 0.74005, 2.04197], [-1.93175, 1.01321, 1.04987], [-0.20632, 2.14136, -0.56734], [0.92981, 1.92008, 0.68207], [0.87797, 0.15200, -1.59214], [1.76451, -0.08874, -0.12515], [-1.11955, -0.77510, -0.65081], [-0.23875, -1.37084, 0.92501], [0.68869, -3.35594, -0.75690]], "forces_ev_per_a": [[1.653, 0.628, -1.702], [-3.354, -2.033, 1.143], [1.642, 0.771, 0.784], [-3.639, 0.771, 0.927], [1.833, -0.221, -0.037], [-0.102, -0.141, -0.857], [-0.024, 0.108, -0.121], [0.156, -0.946, 1.172], [-0.143, -0.355, -0.512], [0.166, -0.080, -1.444], [2.428, 0.607, 0.552], [-0.326, -0.241, 1.760], [-1.952, 0.489, -0.935], [1.918, -1.182, 1.190], [0.800, 0.727, -2.178], [-1.056, 1.097, 0.259]], "mulliken_charge": [-1.278, -0.374, -0.257, -0.321, -0.100, -0.395, 0.385, 0.443, 0.380, 0.323, 0.350, 0.417, 0.411, 0.320, 0.343, 0.355]}

Energy above the lowest of the compared OMol25 structures with the same formula, charge and spin for every record listed, in sequence, given in kcal per mole: 115.9 159.9 53.7.
Largest force on an atom for every record listed, in sequence, given in eV/Å: 4.09 2.91 4.09.
Frontier orbital gap for every record listed, in sequence, given in eV: 10.00 8.10 10.77.